8
Properties=species:S:1:pos:R:3:forces:R:3:nbo_charge:R:1 method="wB97M-V/def2-TZVPD" max_force_ha_per_bohr=0.0638 lumo_ev=-0.4 total_energy_ha=-353.14332 charge=0 molar_mass_g_mol=88.1 e_above_lowest_kj_mol=308.2 orbital_gap_ev=9.09
C 1.035911 1.294574 -0.035086 1.409 -0.145 0.306 -0.197
C -0.181822 0.911226 0.136214 -0.297 -0.810 -0.320 -0.025
C -1.156805 0.013343 0.032529 -3.145 0.256 -0.899 -0.471
C 1.083798 -0.132784 0.054511 1.730 -0.555 0.943 0.820
F 1.328823 -0.862429 -1.014564 -0.229 0.128 -0.121 -0.287
F 1.425466 -0.927936 1.115165 -0.852 1.435 -1.019 -0.300
H -2.034466 0.032090 0.674315 0.552 -0.438 0.753 0.231
H -1.500905 -0.328085 -0.963081 0.832 0.128 0.358 0.229